(1)
Formula: C33H28AuN6O3S2
Source: OMol25
Level of theory: ωB97M-V with the def2-TZVPD basis set

Cartesian coordinates (Å):
Au  -1.173842  -0.499411  0.555491
S  -3.841203  -2.069465  3.758234
C  -2.535104  -1.296208  4.602887
C  -2.361342  -1.175469  5.977759
C  -1.208338  -0.570812  6.431741
C  -0.240038  -0.114979  5.530844
C  -0.416577  -0.229227  4.168168
C  -1.592586  -0.807380  3.696190
N  -1.959994  -1.035869  2.371259
C  -3.085671  -1.710718  2.270724
C  -3.543863  -2.078490  0.949067
C  -4.676157  -2.842242  0.690068
C  -5.004186  -3.131781  -0.621810
C  -4.205575  -2.653233  -1.651137
C  -3.070419  -1.888141  -1.396545
C  -2.730291  -1.600509  -0.087082
H  -3.104135  -1.552210  6.667586
H  -1.044696  -0.462710  7.494914
H  0.668426  0.330603  5.913536
H  0.344445  0.096441  3.476801
H  -5.294572  -3.204762  1.502618
H  -5.880680  -3.724399  -0.843860
H  -4.468364  -2.872371  -2.677899
H  -2.489649  -1.527252  -2.232302
C  2.987657  5.224785  -3.129629
C  1.920810  4.199203  -2.867460
C  1.274782  4.129156  -1.634618
C  0.277479  3.196927  -1.401121
C  -0.077816  2.310062  -2.407699
C  0.526830  2.384770  -3.653688
C  1.524267  3.321194  -3.872737
S  -1.331748  1.107015  -2.068030
O  -1.901177  0.681381  -3.313608
O  -2.171211  1.650256  -1.042518
N  -0.509324  -0.140940  -1.336999
C  0.122439  -1.158389  -2.093757
C  0.350217  -1.067729  -3.451692
C  1.041718  -2.061178  -4.169760
C  1.527402  -3.174866  -3.556906
C  1.328546  -3.321473  -2.168952
C  1.795247  -4.455780  -1.466378
C  1.584290  -4.573527  -0.124356
C  0.907658  -3.529384  0.529774
N  0.470886  -2.459920  -0.087014
C  0.642348  -2.325559  -1.429370
H  3.222300  5.794519  -2.231722
H  2.665184  5.928414  -3.898286
H  3.904620  4.753638  -3.485893
H  1.535296  4.842785  -0.860534
H  -0.273434  3.187887  -0.471006
H  0.198537  1.739369  -4.456063
H  1.990576  3.383297  -4.848582
H  -0.036955  -0.234775  -4.009280
H  1.173621  -1.922772  -5.234807
H  2.053903  -3.943342  -4.107405
H  2.319119  -5.228024  -2.016587
H  1.923197  -5.436145  0.431472
H  0.720516  -3.582904  1.597918
C  3.591619  2.409618  1.554320
N  2.176949  2.112533  1.473889
C  1.150560  2.885719  2.148595
C  -0.087944  2.024236  1.931371
O  -1.199759  2.251416  2.317607
N  0.308082  0.905399  1.203428
C  1.628915  0.985897  1.004096
N  2.321815  0.023005  0.408528
H  3.717540  3.489176  1.598910
H  4.109721  2.065848  0.659898
H  4.052764  1.961129  2.436495
H  1.012899  3.866818  1.690936
H  1.352705  3.014751  3.213541
H  1.811333  -0.752885  0.008880
H  3.279433  0.159986  0.139548

Atomic forces in eV per Å
Au -0.1 0.0 -0.1
S 0.0 0.0 0.0
C 0.0 0.0 0.0
C 0.0 0.0 0.0
C 0.0 0.0 0.0
C 0.0 0.0 0.0
C 0.0 0.0 0.0
C 0.0 0.0 0.0
N -0.1 0.0 0.2
C 0.0 0.0 0.0
C 0.0 0.1 0.0
C 0.0 0.0 0.0
C 0.0 0.0 0.0
C 0.0 0.0 0.0
C 0.0 0.0 0.0
C -0.1 -0.2 -0.1
H 0.0 0.0 0.0
H 0.0 0.0 0.0
H 0.0 0.0 0.0
H 0.0 0.0 0.0
H 0.0 0.0 0.0
H 0.0 0.0 0.0
H 0.0 0.0 0.0
H 0.0 0.0 0.0
C 0.0 0.0 0.0
C 0.0 0.0 0.0
C 0.0 0.0 0.0
C 0.0 0.0 0.0
C 0.0 -0.1 0.0
C 0.0 0.0 0.0
C 0.0 0.0 0.0
S 0.3 0.0 0.0
O 0.0 0.0 0.0
O 0.0 0.0 0.2
N -0.2 -0.3 -0.4
C 0.2 0.3 0.0
C -0.1 0.0 0.0
C 0.0 0.0 0.0
C 0.0 0.0 0.0
C 0.0 0.0 0.0
C 0.0 0.0 0.0
C 0.0 0.0 0.0
C 0.0 0.0 0.0
N 0.1 0.1 0.0
C 0.0 -0.1 0.0
H 0.0 0.0 0.0
H 0.0 0.0 0.0
H 0.0 0.0 0.0
H 0.0 0.0 0.0
H 0.0 0.0 0.0
H 0.0 0.0 0.0
H 0.0 0.0 0.0
H 0.0 0.0 0.0
H 0.0 0.0 0.0
H 0.0 0.0 0.0
H 0.0 0.0 0.0
H 0.0 0.0 0.0
H 0.0 0.0 0.0
C 0.0 0.0 -0.1
N 0.0 0.0 0.1
C 0.0 0.1 -0.1
C 0.0 0.1 -0.1
O 0.0 0.0 0.0
N -0.1 -0.1 0.4
C 0.0 0.0 -0.2
N 0.0 0.0 0.0
H 0.0 0.0 0.0
H 0.0 0.0 0.0
H 0.0 0.0 0.0
H 0.0 0.0 0.0
H 0.0 0.0 0.0
H 0.0 0.0 0.1
H 0.0 0.0 0.0

HOMO-LUMO gap in Ha: 0.278
Charge: +1
Max |F| in eV/A: 0.5
HOMO level in eV: -10.5

Results of the Mulliken charge analysis, in e, for atoms 1 through 2: atom 1 (Au): 1.852, atom 2 (S): -0.320

(2)
Formula: C33H28BrCsF15Ge2N3O3S2
Source: OMol25
Level of theory: ωB97M-V with the def2-TZVPD basis set

Cartesian coordinates (Å):
Cs  -0.407684  0.276356  1.465011
C  3.726309  2.148573  2.352561
C  2.522410  1.839718  1.471508
C  2.776953  2.244956  0.025718
O  2.251241  0.417461  1.531352
C  1.305317  2.609660  2.049651
O  0.593248  2.009133  2.888577
O  1.146382  3.776162  1.623157
H  4.588771  1.564746  2.017585
H  3.505576  1.887799  3.389447
H  3.970359  3.212117  2.295661
H  3.703230  1.780708  -0.336413
H  2.870150  3.326436  -0.035160
H  1.948881  1.936218  -0.617629
H  2.782551  0.023945  0.831857
C  2.041824  -5.719571  1.480323
C  0.770870  -4.910487  1.523604
C  -0.486493  -5.495391  1.511288
C  -1.622334  -4.709129  1.554785
C  -1.443465  -3.336546  1.607524
Br  -2.954700  -2.192528  1.673992
N  -0.269805  -2.751284  1.620333
C  0.811161  -3.524187  1.582426
H  1.825624  -6.787993  1.496773
H  2.680545  -5.489510  2.334830
H  2.613161  -5.503915  0.574936
H  -0.579060  -6.575283  1.472351
H  -2.615080  -5.135286  1.551832
H  1.763397  -2.999886  1.607452
N  -1.881936  3.434710  3.550897
C  -2.480874  3.910245  2.443523
N  -1.666130  4.135663  1.400674
S  -4.150865  4.212405  2.365153
H  -0.941723  3.038811  3.488260
H  -2.492728  3.051113  4.250303
H  -0.646861  4.071774  1.497298
H  -2.067391  4.575016  0.595182
C  -0.616360  1.875341  7.220517
Ge  -0.690356  -0.094767  6.865658
C  1.106648  -0.710984  7.436997
C  -1.957387  -0.721284  8.259399
C  -1.132369  -0.760738  5.176930
H  -0.324120  2.101118  8.256689
H  -1.602123  2.315388  7.034217
H  0.099288  2.348791  6.540051
H  1.289846  -0.536098  8.504925
H  1.884051  -0.187919  6.867419
H  1.193602  -1.781003  7.230600
H  -1.664536  -0.376055  9.259368
H  -1.999563  -1.814357  8.258499
H  -2.962966  -0.340929  8.046875
H  -2.166044  -0.646379  4.838375
H  -0.392997  -0.586386  4.391767
F  -1.701087  -2.615828  -2.597587
C  -1.601848  -2.581883  -3.921690
C  -1.146228  -1.456345  -4.589107
C  -1.093142  -1.548335  -5.967965
F  -0.694671  -0.495390  -6.703984
C  -1.455382  -2.683731  -6.665783
F  -1.391439  -2.730668  -8.002532
C  -1.896574  -3.785702  -5.965520
F  -2.247647  -4.894696  -6.618378
C  -1.974070  -3.738201  -4.592049
F  -2.400786  -4.813544  -3.924061
Ge  -0.481895  0.197734  -3.674916
S  -0.366111  0.241066  -1.590692
C  -1.562564  1.698358  -4.433536
C  -1.083069  2.986127  -4.247855
F  0.121807  3.184020  -3.704059
C  -1.778543  4.110095  -4.645864
F  -1.276302  5.335304  -4.473642
C  -3.012540  3.959238  -5.245712
F  -3.698599  5.032092  -5.641583
C  -3.528712  2.698486  -5.444789
F  -4.725231  2.558738  -6.027475
C  -2.801050  1.594218  -5.037416
F  -3.378999  0.400272  -5.254930
C  1.308564  0.296245  -4.593987
C  1.765755  1.252268  -5.477421
F  0.967822  2.241158  -5.909328
C  3.056098  1.253567  -5.978948
F  3.463818  2.203223  -6.830494
C  3.931726  0.257928  -5.608333
F  5.174649  0.245640  -6.091892
C  3.512960  -0.731653  -4.746499
F  4.357304  -1.709129  -4.402144
C  2.218580  -0.695668  -4.260646
F  1.861976  -1.701431  -3.454134

Atomic forces in eV per Å
Cs -2.4 -1.5 -0.3
C 0.0 0.0 0.1
C 0.2 0.1 -0.1
C 0.0 -0.1 0.0
O 1.0 0.3 0.0
C 0.2 0.6 0.1
O 1.1 1.5 0.9
O 0.0 -0.2 0.1
H 0.0 0.0 0.0
H 0.0 0.0 -0.1
H 0.0 -0.1 0.0
H 0.0 0.0 0.0
H 0.0 0.0 0.0
H 0.0 0.0 0.0
H 0.0 -0.1 0.0
C -0.1 0.1 0.0
C 0.2 0.0 0.0
C -0.1 -0.1 0.0
C -0.1 0.0 0.0
C 0.0 0.0 0.0
Br -0.2 -0.2 0.0
N 0.1 -0.3 0.0
C 0.0 0.1 0.0
H 0.0 0.0 0.0
H 0.0 0.0 0.0
H 0.0 0.0 0.0
H 0.0 0.0 0.0
H 0.0 0.0 0.0
H 0.0 0.0 0.0
N -0.2 -0.1 -0.1
C 0.0 0.0 0.1
N 0.0 0.0 0.1
S 0.2 0.0 0.0
H 0.0 0.0 0.0
H 0.0 0.0 0.1
H 0.0 0.0 0.0
H -0.1 0.0 0.0
C 0.0 0.1 0.1
Ge -0.1 0.0 -0.1
C 0.2 0.0 0.1
C -0.1 0.0 0.1
C -0.1 -0.2 -0.1
H 0.0 0.0 -0.1
H 0.1 0.0 0.0
H -0.1 0.0 0.1
H 0.0 0.0 -0.1
H -0.1 -0.1 0.0
H 0.0 0.1 0.0
H 0.0 0.0 -0.1
H 0.0 0.1 0.0
H 0.1 0.0 0.0
H 0.1 0.0 0.0
H 0.0 0.1 0.1
F 0.0 0.0 0.1
C 0.0 0.0 -0.1
C 0.0 0.0 0.1
C -0.1 0.0 0.0
F 0.0 0.1 0.0
C 0.0 0.1 -0.1
F 0.0 0.0 -0.1
C 0.0 -0.1 0.0
F -0.1 -0.1 -0.1
C 0.0 0.1 0.1
F 0.0 -0.1 0.1
Ge 0.0 0.1 -0.3
S 0.0 0.0 -0.7
C 0.1 -0.1 0.0
C 0.0 0.0 -0.1
F -0.1 0.0 0.3
C 0.0 0.0 0.0
F 0.0 0.1 0.0
C 0.0 0.1 0.0
F -0.1 0.1 0.0
C 0.0 -0.1 0.0
F -0.1 0.0 0.0
C 0.0 0.0 0.1
F 0.1 -0.1 0.0
C 0.0 -0.2 0.2
C 0.0 0.1 0.0
F 0.1 -0.1 -0.2
C -0.1 0.1 -0.1
F 0.0 0.0 0.0
C 0.1 0.0 0.0
F 0.2 0.0 -0.1
C -0.1 0.0 0.1
F 0.1 -0.1 0.0
C 0.1 0.1 -0.1
F -0.1 -0.1 0.1

HOMO-LUMO gap in Ha: 0.134
Energy relative to the best compared isomer or geometry (same formula, charge and spin) in eV: 1.438
Charge: -2
Max |F| in eV/A: 2.9
HOMO level in eV: -0.4

Results of the Mulliken charge analysis, in e, for atoms 1 through 2: atom 1 (Cs): 1.947, atom 2 (C): -2.019

(3)
Formula: C33H28CdCl2N3OS4
Source: OMol25
Level of theory: ωB97M-V with the def2-TZVPD basis set

Cartesian coordinates (Å):
Cd  0.737507  0.937571  0.168981
S  -0.597193  2.783271  1.428681
C  0.074907  3.190571  2.981581
C  0.791907  4.382971  3.117181
C  1.200007  4.835371  4.352381
C  0.889707  4.116871  5.499381
C  0.212707  2.915771  5.384981
C  -0.178293  2.448471  4.142581
S  -0.932993  0.837371  4.019181
C  0.558507  0.000971  3.326081
C  0.173507  -1.225929  2.585381
C  0.217107  -2.455729  3.233581
C  -0.100793  -3.596329  2.522081
C  -0.462993  -3.464029  1.197981
C  -0.506393  -2.190429  0.630381
C  -0.920393  -2.153929  -0.815519
S  -1.088493  -0.559929  -1.686619
C  0.415007  -0.663629  -2.779919
C  0.224807  -1.799029  -3.750819
C  1.403507  -2.000029  -4.702719
C  2.693907  -0.230229  -4.646019
C  2.808907  0.932471  -3.727219
C  2.192807  0.951971  -2.540019
S  2.103407  2.306171  -1.477619
N  -0.192493  -1.103929  1.310281
H  1.008407  4.944971  2.220881
H  1.757207  5.760171  4.426281
H  1.187007  4.484071  6.471681
H  -0.028393  2.330071  6.260381
H  1.209307  -0.226029  4.172981
H  1.048207  0.713571  2.656081
H  0.517407  -2.510729  4.268381
H  -0.053293  -4.570429  2.983981
H  -0.706093  -4.328929  0.598681
H  -1.903593  -2.622329  -0.896419
H  -0.202793  -2.741829  -1.391319
H  -0.542293  -2.541029  -3.592919
H  1.300807  -2.835829  -5.390419
H  3.370607  -0.080929  -5.491519
H  3.332407  1.807271  -4.079219
Cl  3.897307  -2.877629  1.642281
C  3.572607  -2.548529  -0.024019
C  4.075107  -3.395229  -0.983919
C  3.833607  -3.125429  -2.320419
Cl  4.518407  -4.203229  -3.499819
C  3.050907  -2.042929  -2.707519
C  2.817107  -1.717729  -4.148619
C  1.264707  -0.544229  -5.164419
C  0.075707  -0.361329  -4.208019
N  1.553607  -0.249729  -2.075819
C  2.479007  -1.269429  -1.708419
C  2.774507  -1.413829  -0.320419
O  2.371507  -0.615429  0.585581
H  4.679407  -4.242829  -0.702519
H  3.574907  -2.238929  -4.736719
H  1.039307  -0.281829  -6.195719
H  -0.814893  0.191971  -4.460719
C  -5.489793  0.891071  -0.301419
C  -4.382193  1.487871  0.578581
C  -3.639093  2.593371  -0.171719
C  -4.960593  2.022371  1.893581
C  -3.481393  0.397171  0.887881
N  -2.859293  -0.533129  1.121081
H  -6.221793  1.654871  -0.554919
H  -5.997593  0.082471  0.221881
H  -5.063993  0.495171  -1.221619
H  -4.313393  3.426571  -0.362019
H  -3.254993  2.223171  -1.120919
H  -2.800193  2.950071  0.420481
H  -5.663293  2.827771  1.688081
H  -4.162693  2.403371  2.526681
H  -5.485593  1.235371  2.431881

Atomic forces in eV per Å
Cd 0.1 0.1 0.1
S 0.1 -0.3 -0.6
C -0.1 0.1 0.1
C 0.0 -0.1 -0.1
C 0.0 0.1 0.2
C 0.1 0.1 0.1
C 0.0 0.2 0.2
C -0.1 -0.5 -0.1
S 0.2 0.1 -0.1
C -0.2 0.4 0.3
C 0.1 -0.5 0.3
C -0.1 0.2 -0.1
C 0.0 0.1 -0.2
C 0.0 0.2 0.1
C 0.1 -0.4 0.1
C -0.2 0.4 -0.4
S 0.4 0.0 -0.1
C -1.5 -0.1 0.2
C 0.2 -0.5 0.0
C 0.0 -0.3 -0.1
C 0.0 0.3 0.0
C -0.1 -0.2 0.0
C 0.4 0.5 -0.3
S -0.2 0.4 0.4
N 0.2 0.1 -0.2
H 0.0 0.1 -0.1
H 0.0 0.1 0.0
H 0.0 0.0 0.1
H 0.0 -0.1 0.1
H 0.1 0.0 -0.3
H 0.0 -0.1 0.2
H 0.0 0.1 0.1
H 0.0 -0.1 0.1
H 0.0 -0.1 -0.1
H 0.1 -0.1 0.1
H -0.1 0.0 0.0
H -0.1 0.0 0.1
H -0.1 0.0 0.0
H -0.1 -0.1 0.0
H 0.0 0.2 0.0
Cl 0.1 -0.1 0.3
C -0.1 0.0 0.0
C 0.0 0.2 -0.1
C -0.1 0.1 0.2
Cl 0.2 -0.3 -0.3
C 0.2 -0.2 -0.1
C 0.2 -0.3 0.1
C 0.1 0.2 -0.2
C -0.1 0.6 0.0
N 0.9 -0.2 -0.3
C 0.0 -0.2 0.3
C 0.2 -0.1 -0.3
O -0.2 0.3 0.2
H 0.0 -0.1 0.1
H -0.2 0.1 0.0
H 0.0 0.0 0.0
H -0.1 0.0 0.0
C 0.0 0.0 0.1
C -0.5 0.6 -0.2
C 0.1 0.0 0.0
C 0.1 0.0 0.0
C 0.1 -0.1 0.1
N 0.0 -0.6 0.1
H 0.0 0.1 0.0
H -0.1 -0.1 0.0
H 0.0 0.0 -0.1
H -0.1 0.0 -0.1
H 0.0 0.0 -0.1
H 0.0 0.1 0.0
H 0.0 0.1 -0.1
H 0.1 0.0 0.1
H 0.0 -0.1 0.1

HOMO-LUMO gap in Ha: 0.247
Energy relative to the best compared isomer or geometry (same formula, charge and spin) in eV: 4.110
Charge: -1
Max |F| in eV/A: 1.5
HOMO level in eV: -4.3

Results of the Mulliken charge analysis, in e, for atoms 1 through 2: atom 1 (Cd): 1.417, atom 2 (S): -0.464